No. 1
The following is a DFT calculation (wB97M-V/def2-TZVPD) of 10 unconnected molecules or ions with the total composition C21H36N12O5.

Strongest force on any atom: 2.21 eV/A
Molecular weight: 536.6 Da
E_tot: -50480.9210 eV
SMILES: Oc1ccc(O)cc1.NC(N)=O.NC(N)=O.NC(N)=O.CC#N.CC#N.CC#N.CC#N.CC#N.CC#N

Structure (ORCA input):
```
! wB97M-V def2-TZVPD RIJCOSX def2/J DEFGRID3
* xyz 0 1
C -18.35216 33.53858 -10.78932
O -18.20328 34.36150 -9.89774
N -18.44793 33.87014 -12.12591
N -18.38806 32.20858 -10.61242
H -18.43032 33.18824 -12.85704
H -18.58126 34.85200 -12.29265
H -18.19062 31.80237 -9.70896
H -18.35772 31.57785 -11.39391
C -18.02242 30.26798 -7.02370
O -17.64284 31.01132 -7.93310
N -18.70992 30.72553 -5.96196
N -17.87137 28.93410 -6.94661
H -18.97219 30.14167 -5.18265
H -18.66972 31.72674 -5.86700
H -18.32709 28.50661 -6.15614
H -17.48118 28.38364 -7.69581
C -21.18229 28.00186 -5.32061
O -20.07741 28.07901 -4.75560
N -21.76681 28.98063 -6.05164
N -21.94756 26.89404 -5.24473
H -22.72229 28.82190 -6.30055
H -21.40360 29.91974 -6.04837
H -22.70893 26.89083 -5.89405
H -21.64111 26.05271 -4.78957
C -18.11389 27.52792 -0.57986
C -18.46149 27.43371 -1.92347
C -17.64814 26.83048 -2.82954
C -16.39870 26.42931 -2.42113
C -15.99209 26.59403 -1.08705
C -16.85093 27.15936 -0.13731
O -16.47200 27.37343 1.16596
O -18.02942 26.64473 -4.14313
H -18.79867 28.00048 0.11262
H -19.44355 27.83078 -2.14572
H -15.67110 26.11958 -3.16001
H -14.96439 26.49613 -0.75822
H -16.18641 26.59015 1.64129
H -18.77864 27.27214 -4.27765
C -17.98173 33.98497 -2.98303
C -19.14770 34.84048 -3.06058
N -20.03169 35.57207 -3.09873
H -18.30335 33.15297 -2.35314
H -17.22360 34.57290 -2.47081
H -17.83414 33.54936 -3.96935
C -15.71100 31.01381 -2.41668
C -17.13553 30.77974 -2.59783
N -18.24605 30.57783 -2.80291
H -15.15529 30.68896 -3.29427
H -15.38064 30.49246 -1.51905
H -15.51064 32.07612 -2.27660
C -15.29726 26.81008 -6.35275
C -15.87763 25.54666 -6.82058
N -16.39962 24.58102 -7.16395
H -15.18247 27.62809 -7.06018
H -14.33759 26.52778 -5.91904
H -15.96423 27.24595 -5.60611
C -15.15841 30.85369 -9.25985
C -14.06463 30.29922 -10.02318
N -13.19652 29.86049 -10.63649
H -15.27446 30.48849 -8.24502
H -16.06564 30.60129 -9.81061
H -15.18495 31.94346 -9.26044
C -14.28828 26.54728 -10.97900
C -15.31261 27.07903 -10.12581
N -16.11576 27.52240 -9.43484
H -13.89110 25.67327 -10.45174
H -13.41537 27.19897 -11.02415
H -14.63063 26.21686 -11.95570
C -19.67448 27.19271 -10.73377
C -19.07416 28.20125 -11.64657
N -18.65601 29.02672 -12.32603
H -19.59355 26.22208 -11.22746
H -20.70844 27.39556 -10.47668
H -19.00887 27.03151 -9.88543
*
```

No. 2
The following is a DFT calculation (wB97M-V/def2-TZVPD) of 3 unconnected molecules or ions with the total composition C21H36N2O5S.

Strongest force on any atom: 4.06 eV/A
Molecular weight: 428.6 Da
E_tot: -46404.2888 eV

Structure (ORCA input):
```
! wB97M-V def2-TZVPD RIJCOSX def2/J DEFGRID3
* xyz 0 1
C 1.74192 -2.08729 4.20622
C 2.01578 -0.93427 3.91010
O 2.45953 0.27993 3.34491
S 1.04455 1.11780 2.85276
O -0.04484 0.80259 3.81927
O 0.52309 0.41566 1.39903
O 0.55245 1.31862 0.37486
C 1.75719 1.16521 -0.38125
O 2.76173 1.68288 0.07041
C 1.88584 0.34537 -1.70148
C 0.81057 -0.50588 -2.29076
C 1.08760 -1.27633 -3.54400
C 2.40814 -1.18336 -4.23443
C 3.49087 -0.32574 -3.65848
C 3.20497 0.42760 -2.40975
H 1.47035 -3.16221 4.31235
H -0.20098 -0.57208 -1.78726
H 0.31531 -1.95278 -4.00047
H 2.61769 -1.74430 -5.19323
H 4.48479 -0.21333 -4.16515
H 4.00700 1.08963 -1.96813
C -3.06044 -2.23186 3.81677
C -3.32839 -3.46593 4.64921
N -3.66936 -4.62935 3.86013
C -4.21385 -5.72447 4.65425
C -3.29995 -6.36902 5.69672
C -2.70266 -5.00716 2.83370
C -1.25508 -5.27971 3.26674
H -3.89298 -2.01375 3.14340
H -2.92448 -1.36797 4.47146
H -2.14929 -2.33729 3.22297
H -4.16411 -3.23106 5.31596
H -2.45724 -3.65090 5.29304
H -4.58891 -6.50477 3.98330
H -5.10504 -5.35228 5.17269
H -2.53825 -6.99701 5.23365
H -3.88985 -7.01738 6.35061
H -2.80743 -5.63005 6.33141
H -2.67477 -4.21269 2.08042
H -3.08246 -5.87766 2.28891
H -0.86435 -4.51135 3.93666
H -0.60648 -5.30263 2.38631
H -1.15718 -6.25011 3.75583
C 1.79121 4.42425 -1.29448
C 1.85000 4.10989 -2.78494
N 0.60862 4.39761 -3.48829
C 0.55412 3.81651 -4.82489
C 1.56271 4.31671 -5.85932
C 0.10568 5.76028 -3.37668
C 1.02455 6.89909 -3.82112
H 0.94261 3.92504 -0.81966
H 2.70209 4.07280 -0.80567
H 1.71403 5.49765 -1.10512
H 2.06670 3.04080 -2.87643
H 2.70421 4.64130 -3.22659
H -0.45626 3.93803 -5.22989
H 0.68483 2.73226 -4.72507
H 1.31570 5.31762 -6.21387
H 1.54831 3.65904 -6.73307
H 2.58431 4.32272 -5.47464
H -0.16606 5.93807 -2.33060
H -0.84408 5.84146 -3.91548
H 2.03909 6.79631 -3.43207
H 0.63114 7.85113 -3.45383
H 1.07545 6.97812 -4.90798
*
```

No. 3
The following is a DFT calculation (wB97M-V/def2-TZVPD) of a molecular structure, C21H36P2Zr.

Strongest force on any atom: 5.73 eV/A
Molecular weight: 441.7 Da
E_tot: -42194.8799 eV

Structure (ORCA input):
```
! wB97M-V def2-TZVPD RIJCOSX def2/J DEFGRID3
* xyz 2 1
P 1.79779 1.60377 0.64238
P -0.79757 -1.68807 1.30552
C 1.08805 0.07422 -0.21693
C -0.38609 -0.48019 -0.01895
H 1.78619 -0.74047 0.02262
H 1.19569 0.31339 -1.28559
H -1.19723 0.33363 -0.28513
H -0.55091 -1.21148 -0.81764
C 0.26774 -3.09498 1.09230
H 0.33043 -3.58857 2.07016
H 1.28047 -2.83847 0.75920
H -0.16289 -3.81211 0.37673
C -2.52219 -2.09225 1.09915
H -2.65889 -2.86390 0.32975
H -3.13253 -1.21802 0.84648
H -2.85014 -2.48837 2.06768
C 3.55493 1.64494 0.44668
H 3.98883 2.16876 1.30843
H 3.81206 2.16982 -0.48340
H 3.94049 0.61883 0.43139
C 1.13499 3.01140 -0.34829
H 0.02907 3.17233 -0.31166
H 1.45447 2.83496 -1.38570
H 1.60864 3.93168 0.03549
Zr -0.56287 1.25382 1.37345
C -1.74430 -0.41452 -2.65472
C -0.84677 -1.43368 -2.69620
C 0.28079 -1.49539 -3.68834
C 0.90736 -0.17599 -4.21149
C 0.96743 1.00549 -3.26215
C -0.00234 1.93244 -3.16439
C -1.31627 1.81013 -3.86190
C -2.03709 0.40661 -3.85659
C 0.83158 1.82850 3.04051
H -2.35962 -0.22455 -1.77604
H -1.00889 -2.37779 -2.16103
H -0.06424 -2.07263 -4.54630
H 1.08011 -2.08420 -3.22528
H 1.94218 -0.41848 -4.50598
H 0.36595 0.12511 -5.11850
H 1.94285 1.15880 -2.78228
H 0.21813 2.93056 -2.76285
H -1.18682 2.10357 -4.92066
H -2.00992 2.53271 -3.40479
H -3.11647 0.59061 -3.93317
H -1.71553 -0.15031 -4.75273
H 0.29289 1.67603 3.99250
H 1.14726 2.88899 3.03170
H 1.73017 1.20832 3.17150
C -0.67074 -0.82466 5.61449
C 0.48150 -1.27209 4.95469
C 0.57698 -1.21359 3.58238
C -0.55390 -0.71646 2.80864
C -1.70019 -0.19661 3.49337
C -1.73650 -0.26360 4.89632
H -0.73134 -0.89321 6.69432
H 1.30517 -1.68762 5.53735
H 1.48398 -1.53903 3.05191
H -2.59761 0.13193 2.93467
H -2.60433 0.11000 5.42693
*
```

No. 4
The following is a DFT calculation (wB97M-V/def2-TZVPD) of a molecular structure, C21H37ClInN3O4.

Strongest force on any atom: 4.82 eV/A
Molecular weight: 545.8 Da
E_tot: -52732.5777 eV

Structure (ORCA input):
```
! wB97M-V def2-TZVPD RIJCOSX def2/J DEFGRID3
* xyz 0 1
O 0.53709 -0.04383 -1.30019
C -0.35322 0.10713 -2.24894
C -0.09468 1.45424 -2.92914
C 0.56499 2.46763 -2.25545
H 0.92818 2.28123 -1.24309
C 0.75728 3.70747 -2.88130
H 1.26991 4.49993 -2.33458
C 0.30043 3.91148 -4.18133
H 0.45209 4.87485 -4.66884
C -0.35125 2.87232 -4.86117
H -0.70213 3.02145 -5.88065
C -0.54856 1.64512 -4.23695
H -1.06370 0.82725 -4.75102
H -0.13656 -0.69143 -2.97883
C -2.13968 -1.55901 -1.58506
C -1.82294 -0.12115 -1.88406
H -3.21097 -1.74723 -1.65064
H -1.83500 -1.83878 -0.54935
H -1.56005 -2.18001 -2.24022
C -2.67122 0.97535 -1.68944
C -4.08378 0.90569 -1.15747
H -2.26046 1.98268 -1.87989
H -4.75667 1.30744 -1.90021
H -4.18363 1.51750 -0.24626
H -4.37238 -0.12096 -0.91539
In 0.02098 -0.06330 0.82465
Cl -2.38239 0.07889 0.75021
C -1.10322 0.09889 3.43979
O -0.20619 -0.56603 2.83171
N -1.23582 -0.03831 4.73900
C -0.69717 -1.19830 5.44465
C -1.93354 0.97646 5.51713
H -1.80706 0.80067 2.91972
H -0.13645 -1.80800 4.73697
H -1.52838 -1.77641 5.87928
H -0.05245 -0.84993 6.26010
H -2.12438 1.84724 4.87048
H -1.30942 1.27995 6.36739
H -2.88795 0.58290 5.89080
H 4.82471 1.73494 -1.33653
H 4.69964 2.07825 1.36594
C 3.73823 1.62356 -1.20883
C 3.63235 1.81977 1.27590
N 3.45050 1.00120 0.08145
H 3.32324 0.99975 -2.01527
C 2.88268 -0.21196 0.13630
O 2.11818 -0.56110 1.06610
H 3.28663 1.26101 2.15146
H 3.13326 -0.89154 -0.69734
H 3.26580 2.62152 -1.23216
H 3.04772 2.74409 1.15798
H -0.09802 -5.54271 1.25157
H 2.09911 -5.70827 -0.36915
C -0.49119 -5.00151 0.37998
C 1.58171 -4.98593 -1.01761
N 0.59201 -4.24933 -0.25596
H -1.27684 -4.31077 0.68280
C 0.63750 -2.91751 -0.18615
O -0.16071 -2.31457 0.56878
H 2.31173 -4.26961 -1.43173
H 1.38629 -2.41784 -0.84601
H -0.88071 -5.72753 -0.34683
H 1.09167 -5.53013 -1.83895
C 0.12327 2.07281 1.10453
H -0.70817 2.52355 0.60508
H 1.05605 2.53145 0.76086
H 0.05369 2.20740 2.17139
*
```